{"formula": "C61H76N5", "method": "ωB97M-V/def2-TZVPD", "e_tot_ha": -2643.5290, "mol_weight_g_mol": 879.3, "lumo_ev": -2.6, "charge": 1, "largest_force_ha_per_bohr": 0.07551, "orbital_gap_ev": 6.84, "homo_ev": -9.49, "symbols": ["C", "C", "C", "C", "C", "C", "C", "C", "C", "C", "C", "N", "C", "C", "C", "C", "C", "C", "C", "C", "C", "C", "C", "C", "N", "N", "C", "C", "C", "C", "C", "C", "C", "C", "C", "C", "C", "C", "C", "C", "C", "C", "C", "C", "C", "H", "H", "H", "H", "H", "H", "H", "H", "H", "H", "H", "H", "H", "H", "H", "H", "H", "H", "H", "H", "H", "H", "H", "H", "H", "H", "H", "H", "H", "H", "H", "H", "H", "H", "H", "H", "H", "H", "H", "H", "H", "H", "H", "H", "H", "H", "H", "H", "H", "H", "H", "H", "H", "H", "H", "H", "H", "H", "H", "C", "N", "C", "C", "C", "C", "C", "N", "C", "C", "C", "C", "C", "C", "C", "C", "C", "C", "C", "C", "C", "H", "H", "H", "H", "H", "H", "H", "H", "H", "H", "H", "H", "H", "H", "H", "H", "H"], "coordinates": [[0.401, -5.572, -2.564], [0.950, -5.645, -1.133], [0.246, -6.767, -0.360], [0.845, -4.303, -0.445], [-0.203, -3.989, 0.412], [-0.331, -2.716, 0.956], [-1.552, -2.421, 1.848], [-1.983, -3.600, 2.723], [-2.713, -1.834, 1.060], [0.643, -1.715, 0.672], [0.409, -0.340, 1.152], [0.579, 0.027, 2.505], [0.604, -0.846, 3.683], [-0.419, -0.806, 4.672], [-1.390, 0.364, 4.890], [-1.002, 1.193, 6.119], [-2.831, -0.140, 4.976], [-0.574, -1.936, 5.488], [0.276, -3.027, 5.390], [1.390, -2.962, 4.562], [1.618, -1.828, 3.782], [2.933, -1.600, 3.073], [3.595, -2.886, 2.605], [3.908, -0.722, 3.850], [0.356, 1.342, 2.668], [0.016, 1.812, 1.443], [-0.477, 3.177, 1.351], [-1.863, 3.427, 1.432], [-2.903, 2.326, 1.678], [-3.876, 2.202, 0.500], [-3.696, 2.612, 2.958], [-2.328, 4.742, 1.357], [-1.433, 5.802, 1.252], [-0.063, 5.552, 1.235], [0.432, 4.251, 1.345], [1.945, 4.054, 1.523], [2.571, 3.053, 0.554], [2.294, 3.740, 2.988], [-0.123, 0.752, 0.502], [-0.781, 0.929, -0.780], [1.815, -2.089, -0.096], [3.037, -1.176, -0.262], [2.696, 0.010, -1.146], [4.288, -1.863, -0.832], [1.805, -3.332, -0.717], [0.863, -4.745, -3.120], [0.589, -6.508, -3.111], [-0.687, -5.398, -2.544], [2.017, -5.904, -1.207], [0.590, -6.790, 0.681], [-0.842, -6.622, -0.361], [0.446, -7.751, -0.804], [-0.958, -4.743, 0.623], [-1.213, -1.644, 2.549], [-1.107, -4.070, 3.184], [-2.631, -3.252, 3.540], [-2.538, -4.359, 2.155], [-2.396, -0.898, 0.588], [-3.043, -2.517, 0.262], [-3.569, -1.608, 1.711], [-1.297, 1.023, 4.017], [0.033, 1.545, 6.031], [-1.651, 2.071, 6.222], [-1.082, 0.590, 7.035], [-3.079, -0.757, 4.101], [-2.972, -0.757, 5.874], [-3.544, 0.692, 5.023], [-1.404, -1.986, 6.192], [0.077, -3.919, 5.978], [2.093, -3.791, 4.507], [2.631, -1.038, 2.187], [2.887, -3.497, 2.034], [4.449, -2.653, 1.962], [3.959, -3.468, 3.460], [3.426, 0.211, 4.160], [4.262, -1.251, 4.744], [4.779, -0.475, 3.229], [-2.351, 1.378, 1.784], [-3.354, 1.906, -0.418], [-4.656, 1.460, 0.717], [-4.365, 3.168, 0.316], [-3.019, 2.734, 3.815], [-4.263, 3.544, 2.821], [-4.405, 1.803, 3.173], [-3.408, 4.916, 1.385], [-1.800, 6.826, 1.211], [0.640, 6.385, 1.118], [2.382, 5.032, 1.272], [2.169, 3.176, -0.460], [3.657, 3.198, 0.505], [2.401, 2.030, 0.904], [2.232, 4.665, 3.573], [1.585, 3.010, 3.399], [3.308, 3.338, 3.088], [-0.673, 1.952, -1.173], [-1.811, 0.490, -0.809], [3.326, -0.779, 0.728], [2.094, 0.748, -0.612], [3.591, 0.505, -1.553], [2.090, -0.340, -1.990], [4.532, -2.797, -0.309], [4.162, -2.069, -1.904], [5.145, -1.185, -0.724], [2.589, -3.566, -1.447], [-4.465, 0.529, -6.216], [-3.678, 0.984, -5.090], [-2.999, 0.183, -4.212], [-2.094, 0.968, -3.460], [-0.884, 0.487, -2.734], [0.311, 0.731, -3.558], [0.897, 1.920, -4.021], [2.001, 1.624, -4.787], [2.896, 2.529, -5.488], [2.158, 0.245, -4.847], [1.103, -0.356, -4.118], [1.118, -1.744, -3.915], [2.271, -2.454, -4.300], [3.336, -1.820, -4.969], [3.255, -0.465, -5.303], [-2.369, 2.346, -3.809], [-3.347, 2.311, -4.848], [-3.766, 3.425, -5.556], [-3.188, 4.653, -5.185], [-2.299, 4.734, -4.099], [-1.859, 3.584, -3.429], [-5.230, 1.271, -6.447], [-3.852, 0.343, -7.112], [-4.963, -0.409, -5.976], [-3.175, -0.891, -4.166], [-0.979, -0.594, -2.519], [0.554, 2.948, -3.889], [3.930, 2.189, -5.369], [2.679, 2.544, -6.571], [2.816, 3.528, -5.045], [0.244, -2.244, -3.483], [2.341, -3.526, -4.100], [4.238, -2.377, -5.228], [4.027, 0.067, -5.851], [-4.513, 3.333, -6.345], [-3.438, 5.555, -5.746], [-1.927, 5.710, -3.788], [-1.152, 3.632, -2.601]], "atomic_forces_ev_per_a": [[-0.1428, 0.1363, -0.1872], [-0.0013, -0.5330, -0.0949], [0.0623, 0.0045, 0.1225], [-0.2069, 0.1443, -0.2252], [0.2027, 0.0009, -0.1580], [-0.1826, 0.4870, -0.0036], [0.6066, 0.4214, 0.2934], [0.0442, -0.1793, -0.0279], [-0.1134, 0.0662, -0.3368], [0.3711, -1.5008, -0.4952], [-0.3696, -0.4501, 1.4322], [-0.4398, 2.2143, -0.4915], [0.3619, -0.4798, 1.0339], [-0.2547, 0.2158, -0.3359], [0.0620, -0.2081, -0.6452], [0.2318, -0.1040, 0.0355], [-0.1801, -0.1137, 0.0316], [0.3331, 0.1044, -0.0556], [0.0033, 0.0213, -0.1188], [0.0038, 0.2811, 0.1550], [-0.1255, 0.1959, -0.2139], [-0.4947, -0.0962, -0.8256], [-0.0251, -0.1038, 0.0232], [-0.1197, 0.0299, 0.3214], [-0.1094, -1.0489, -1.9255], [-0.6703, -1.9271, 1.0526], [-0.4223, 0.8991, 0.5010], [-0.2496, -0.5695, -0.0131], [0.3213, -0.0769, -0.3019], [0.0177, -0.0017, -0.1784], [0.1986, 0.1282, 0.0552], [0.3089, 0.0434, -0.0471], [-0.0617, -0.1563, -0.0784], [-0.1262, -0.0189, -0.0110], [0.6395, -0.4026, -0.1711], [-0.0486, 0.4724, -0.4361], [0.0464, -0.0929, 0.0947], [-0.2689, 0.1883, 0.1046], [1.6047, 0.6040, 0.9270], [-1.6863, 0.7682, -3.4121], [-0.8367, 0.5654, 0.3277], [0.1431, 0.1464, 0.1494], [-0.3940, 0.3449, -0.5831], [-0.0775, -0.1697, 0.0640], [0.3009, 0.0030, 0.0669], [-0.1352, -0.2283, 0.0896], [-0.0556, 0.2846, 0.1990], [0.3022, -0.0401, -0.0247], [-0.1914, 0.1281, 0.0823], [-0.1051, -0.0563, -0.1441], [0.1868, -0.0724, -0.0024], [-0.0009, 0.2662, 0.0158], [0.1702, 0.2073, 0.0870], [-0.3386, -0.2802, -0.2543], [-0.1833, -0.0073, -0.1008], [0.0914, -0.0311, -0.2622], [0.1248, 0.1509, 0.1149], [-0.1691, -0.0992, -0.0136], [0.0230, 0.1445, 0.2292], [0.1752, -0.1081, -0.1275], [-0.2137, -0.1055, 0.2285], [-0.1654, -0.0450, 0.0707], [0.0641, -0.2230, -0.0467], [0.0179, 0.1491, -0.1778], [0.0006, 0.1307, 0.1768], [-0.0919, 0.2115, -0.2273], [0.2170, -0.1794, 0.0511], [0.2800, 0.1505, -0.1493], [0.0730, 0.1260, -0.0745], [-0.0977, 0.2544, 0.1679], [0.3324, -0.1023, 0.2351], [0.1346, -0.0061, 0.0664], [-0.0649, -0.0711, 0.1391], [0.0299, 0.0469, -0.1874], [0.1317, -0.0783, 0.0380], [-0.0265, 0.1731, -0.0911], [-0.1962, -0.0868, 0.1048], [-0.3038, 0.0983, 0.0730], [-0.1896, 0.1282, 0.1435], [0.1926, 0.1577, -0.0439], [0.0408, -0.2603, 0.0047], [-0.2418, 0.0212, -0.1264], [0.0780, -0.2763, 0.2110], [0.1772, 0.1903, -0.1000], [0.4898, 0.0438, 0.0359], [0.0789, -0.2243, -0.0821], [-0.2344, -0.3640, 0.2561], [-0.0779, -0.1917, 0.1282], [0.0540, -0.1615, 0.1423], [-0.2240, -0.0110, 0.0478], [0.1020, 0.0995, -0.1946], [-0.0165, -0.2678, 0.0560], [0.4029, 0.3345, 0.0171], [-0.0990, 0.1018, -0.1016], [-0.7964, 0.0033, 1.1322], [0.7769, 1.0552, 0.7218], [-0.1325, -0.2124, -0.5180], [0.1886, -0.0797, -0.2388], [-0.2166, -0.1134, 0.2318], [0.3165, 0.1768, 0.1469], [-0.0758, 0.1751, -0.1773], [0.0483, -0.0167, 0.2003], [-0.2030, -0.1209, -0.0488], [-0.1494, 0.0097, 0.5157], [-0.0756, -0.2169, -0.1993], [-0.1470, 0.0663, 0.5289], [1.3171, 0.9212, 0.8633], [-1.2232, 0.1594, 0.5395], [0.5415, -2.1632, 0.7524], [1.1989, 0.6020, -0.5611], [-0.5339, -1.1026, 0.2222], [-0.0073, -0.4919, -0.1863], [-0.1314, 0.1000, -0.0332], [-0.5192, 0.4376, 0.7911], [0.2649, 0.5910, 0.2485], [0.5447, -0.3243, -0.3521], [-0.7009, 0.2071, 0.0415], [-0.0617, 0.5283, -0.1765], [0.3024, -0.5234, 0.0256], [-0.4670, -0.5371, -0.9834], [0.4632, -0.6450, 0.0426], [0.3916, 0.9102, 0.2802], [-0.4829, -0.5283, -0.1200], [0.3521, -0.3956, 0.1268], [-0.3219, 0.5101, -0.0228], [0.0463, -0.1150, -0.0135], [-0.0615, 0.2490, 0.2936], [-0.0261, 0.0428, 0.1412], [0.2214, 0.3362, -0.2262], [0.1166, 0.5092, -0.5568], [0.3402, -0.4346, -0.0556], [-0.1835, 0.0859, 0.0974], [-0.0145, 0.1698, 0.4857], [-0.0479, -0.1767, -0.2729], [0.5206, 0.0615, 0.1005], [-0.0549, 0.3482, -0.1027], [-0.3713, 0.0811, -0.0024], [0.0939, -0.3704, 0.0915], [0.3396, 0.2164, 0.1160], [-0.0335, -0.2597, 0.2895], [-0.0372, -0.2549, -0.1375], [-0.1143, 0.2542, -0.1389]]}